{"formula": "C2H4NP", "method": "wB97M-V/def2-TZVPD", "species": ["P", "C", "N", "C", "H", "H", "H", "H"], "coordinates": [[-1.42164, -0.83719, -0.15841], [0.25530, -0.76843, -0.09517], [1.43955, -1.22075, -0.18162], [1.57013, 0.29631, -0.32975], [-1.77573, 0.54639, -0.55955], [-1.81347, -0.63866, 1.13380], [1.47766, 0.66740, -1.32055], [2.12652, 0.80938, 0.49044]], "atomic_forces_ev_per_a": [[-3.41, 0.31, -1.70], [6.71, 3.15, 0.05], [-1.16, 0.23, -0.17], [-2.44, -2.44, 1.65], [0.59, -1.15, 0.38], [0.05, 0.05, 1.16], [0.58, 0.29, -0.55], [-0.91, -0.43, -0.82]], "spin_multiplicity": 1, "orbital_gap_ev": 9.077, "smiles": "PC1=NC1", "e_tot_ha": -474.5723}